This record from the Open Molecules 2025 dataset describes a single C2H4Br2O molecule in a non-equilibrium geometry. The level of theory is wB97M-V/def2-TZVPD.

```
9
Properties=species:S:1:pos:R:3:forces:R:3
O -0.3918 1.1771 0.9976 -2.9 3.0 -0.9
C -0.7232 0.3471 0.0617 2.1 -3.1 -2.6
Br -1.9084 -1.1334 0.6926 0.0 -0.1 0.1
C 0.7294 -0.5499 -0.6275 -3.9 0.3 1.5
Br 2.2721 0.5005 -0.2652 0.1 -0.4 0.0
H 0.2526 1.1604 1.6439 2.4 -1.3 1.6
H -1.3691 0.8048 -0.7167 0.8 -0.1 0.6
H 0.5480 -1.5251 -0.1071 1.3 1.0 0.0
H 0.5903 -0.7814 -1.6793 0.1 0.6 -0.1
```
Forces are in eV/Å.

Output
**E_HOMO**: -9.919 eV
**SMILES**: O[C@H](Br)CBr
**Energy relative to the best compared isomer or geometry (same formula, charge and spin)**: 35.1 kcal/mol
**Charge**: 0
**HOMO-LUMO gap**: 0.38859 hartree


This record from the Open Molecules 2025 dataset describes C23H31N9O2PdS as an isolated structure. The level of theory is wB97M-V/def2-TZVPD.

```
67
Properties=species:S:1:pos:R:3:forces:R:3
Pd -1.0170 -1.5009 0.3465 -0.2 0.3 0.3
N -2.1692 -0.0765 1.7561 0.1 -0.1 -0.1
C -1.4455 1.2060 1.7908 0.0 0.0 0.1
C -1.7339 2.0584 3.0517 0.0 0.0 0.0
C -2.4229 3.4067 2.8028 0.0 0.0 0.0
C -1.4665 4.5342 2.4242 0.0 0.0 0.0
N -0.6801 4.2146 1.2375 0.1 0.0 0.1
C -0.9396 4.5684 -0.0053 0.0 -0.1 0.0
N -1.8810 5.4647 -0.3175 0.0 0.0 0.0
N -0.2399 3.9945 -0.9916 0.1 0.0 -0.1
C 0.0508 0.9373 1.5928 -0.1 0.0 -0.1
O 0.8060 1.9097 1.4673 0.0 0.0 0.0
O 0.4325 -0.2798 1.5104 0.1 -0.1 -0.1
H -3.1632 0.0796 1.6266 0.0 0.0 0.0
H -2.0649 -0.5489 2.6515 0.0 0.0 0.0
H -1.7592 1.7494 0.8953 0.0 0.0 0.0
H -0.8062 2.2229 3.6055 0.0 0.0 0.0
H -2.3727 1.4666 3.7100 0.0 0.0 0.0
H -2.9366 3.7156 3.7147 0.0 0.0 0.0
H -3.1956 3.2987 2.0347 0.0 0.0 0.0
H -0.7600 4.7141 3.2352 0.0 0.0 0.0
H -2.0060 5.4703 2.2862 0.0 0.0 0.0
H 0.0163 3.4632 1.3662 0.0 0.0 -0.1
H -2.3517 5.9911 0.3960 0.0 0.0 0.0
H -1.9858 5.7857 -1.2643 0.0 0.0 0.0
H 0.4048 3.2508 -0.7808 0.0 0.0 0.0
H -0.4274 4.1904 -1.9589 0.0 0.0 0.0
C 3.8435 -4.5345 -0.5154 0.0 0.0 0.0
C 2.9781 -5.3825 0.1682 0.0 0.0 0.0
C 1.6324 -5.0778 0.2673 0.0 0.0 0.0
C 1.1767 -3.8963 -0.3069 0.0 0.1 0.0
C 2.0310 -3.0351 -0.9810 0.0 0.0 0.0
C 3.3712 -3.3671 -1.0996 -0.1 0.0 0.0
N -0.1946 -3.5102 -0.2640 0.1 0.1 0.1
N -1.0074 -4.4394 -0.2263 -0.2 -0.1 -0.1
C -2.3817 -4.0545 -0.2426 0.2 -0.1 0.0
C -3.3033 -5.0763 -0.3489 -0.1 0.1 0.0
C -4.6461 -4.7332 -0.4486 0.1 0.0 0.0
C -4.9961 -3.3932 -0.4463 0.0 0.0 0.0
C -3.9988 -2.4381 -0.3188 0.0 0.1 0.0
N -2.7116 -2.7578 -0.2081 0.0 -0.3 0.0
H 4.8908 -4.7927 -0.5967 0.0 0.0 0.0
H 3.3567 -6.2889 0.6200 0.0 0.0 0.0
H 0.9484 -5.7298 0.7913 0.0 0.0 0.0
H 1.6189 -2.1547 -1.4553 0.0 0.0 0.0
H 4.0423 -2.7303 -1.6613 0.0 0.0 0.0
H -2.9624 -6.1010 -0.3650 0.0 0.0 0.0
H -5.4011 -5.5021 -0.5375 0.0 0.0 0.0
H -6.0257 -3.0809 -0.5448 0.0 0.0 0.0
H -4.2347 -1.3814 -0.3136 0.0 0.0 0.0
C 4.0617 0.3430 0.3784 0.0 0.0 0.0
C 3.1936 0.6535 -0.7890 0.0 0.0 0.0
C 3.5773 1.3113 -1.9250 0.0 0.0 0.0
C 2.5985 1.6005 -2.8893 0.0 0.0 0.0
N 1.3287 1.2232 -2.7421 0.0 0.0 0.0
C 0.9902 0.5208 -1.6626 0.0 0.0 -0.1
S -0.6484 -0.0246 -1.5656 0.0 0.0 0.0
N 1.9017 0.2568 -0.7027 -0.1 0.1 0.0
C 2.9515 2.3587 -4.1242 0.0 0.0 0.0
H 5.0629 0.7387 0.2333 0.0 0.0 0.0
H 4.1217 -0.7372 0.5246 0.0 0.0 0.0
H 3.6277 0.7782 1.2808 0.0 0.0 0.0
H 4.6001 1.6331 -2.0548 0.0 0.0 0.0
H 1.5540 -0.1138 0.1971 0.0 -0.1 0.0
H 3.4425 3.2990 -3.8693 0.0 0.0 0.0
H 2.0637 2.5495 -4.7198 0.0 0.0 0.0
H 3.6605 1.7803 -4.7195 0.0 0.0 0.0
```
Forces are in eV/Å.

Output
**Spin multiplicity**: 3
**E_HOMO (spin up / spin down)**: -13.850 / -13.779 eV
**<S²>**: 2.007
**Charge**: +2
**HOMO-LUMO gap (spin up / spin down)**: 0.28311 / 0.25250 hartree


This record from the Open Molecules 2025 dataset describes a single C5H6ClN molecule in a non-equilibrium geometry. The level of theory is wB97M-V/def2-TZVPD.

```
13
Properties=species:S:1:pos:R:3:forces:R:3
C -1.0402 2.6737 -0.1138 -0.5 -0.6 0.4
C -0.7886 1.4936 -0.0506 -1.2 1.3 -0.3
C -0.4865 0.1246 -0.0542 1.1 -0.8 0.3
C -1.2673 -0.9455 -0.0089 -2.2 0.9 -0.5
Cl -3.0582 -0.9225 -0.0281 1.2 0.3 0.0
C 1.0034 -0.1129 0.1403 0.5 0.6 0.5
N 1.4067 -1.4767 -0.1847 3.5 -0.8 -0.1
H -1.5529 3.6147 -0.0441 0.6 -0.1 -0.2
H -0.9297 -1.9431 -0.0351 0.6 -0.7 0.1
H 1.1422 0.1064 1.2103 0.1 -0.4 -0.1
H 1.5991 0.7112 -0.3142 -0.4 -0.7 -0.2
H 2.0658 -1.8685 0.7321 -1.9 1.4 -4.3
H 1.9061 -1.4551 -1.2491 -1.3 -0.5 4.4
```
Forces are in eV/Å.

Output
**E_HOMO**: -8.976 eV
**SMILES**: C#C/C(=C\Cl)CN
**Energy relative to the best compared isomer or geometry (same formula, charge and spin)**: 84.2 kcal/mol
**Charge**: 0
**HOMO-LUMO gap**: 0.35070 hartree


no.,molar mass (g mol⁻¹)
1,203.9
2,604.0
3,115.6